Computed, not measured: a molecular structure, C24H39GeN7RhSSe2, with ωB97M-V with the def2-TZVPD basis set.

Each line ends with the Mulliken charge.
Cartesian coordinates (Å):
Rh  0.23785  -0.35535  0.09000  0.57
C  0.34872  -3.92792  2.55921  -1.75
C  0.45115  -2.85533  1.52995  0.39
N  -0.10445  -1.70023  1.58970  0.68
N  -0.87313  -1.27454  2.64273  -0.97
C  -1.38687  -0.01966  2.61988  0.63
N  -2.09987  0.36011  3.66390  -0.38
S  -1.16482  1.04115  1.29556  -0.44
C  1.25033  -3.07308  0.28857  1.12
C  1.89597  -4.26778  0.04495  -0.73
C  2.61865  -4.42197  -1.13642  -0.75
C  2.65921  -3.37651  -2.03505  -1.00
C  1.98758  -2.20023  -1.72493  -0.77
N  1.30536  -2.04450  -0.59481  0.61
H  -0.31478  -3.68591  3.38468  0.48
H  1.33703  -4.14050  2.97159  0.40
H  -0.02575  -4.84504  2.10190  0.39
H  -0.92024  -1.84456  3.47629  0.22
H  -2.31471  -0.24635  4.44224  0.21
H  -2.49474  1.28881  3.68698  0.24
H  1.84808  -5.07868  0.75751  0.56
H  3.13356  -5.35117  -1.34121  0.47
H  3.19872  -3.45235  -2.96894  0.52
H  1.99170  -1.35985  -2.40714  0.69
C  -1.75940  3.09374  -4.56458  -1.07
Ge  -0.58805  3.95492  -3.28324  0.65
C  1.17255  4.24362  -4.06735  -1.29
C  -1.32105  5.58022  -2.51820  -1.17
C  -0.46809  2.72157  -1.67329  -0.81
Se  0.58767  1.09730  -1.87883  0.68
C  2.32505  1.92979  -1.68633  -0.55
H  -1.81009  3.68228  -5.48042  0.45
H  -2.76752  3.00012  -4.16487  0.30
H  -1.38972  2.09880  -4.82191  0.30
H  1.05956  4.93198  -4.90591  0.43
H  1.59908  3.32573  -4.47440  0.42
H  1.87129  4.69950  -3.36516  0.36
H  -1.44803  6.32944  -3.29956  0.40
H  -0.65537  5.99480  -1.76079  0.36
H  -2.29618  5.39715  -2.06679  0.38
H  -1.47439  2.38566  -1.41565  0.32
H  -0.05035  3.23792  -0.80630  0.07
H  2.49035  2.51821  -2.58205  0.41
H  3.07693  1.14734  -1.61687  0.14
H  2.33896  2.57083  -0.80989  0.03
C  5.28313  0.50609  0.64179  -0.83
N  4.49295  1.68258  1.01177  0.30
C  4.97935  2.96656  1.05039  -0.39
C  3.97405  3.76051  1.48903  -0.35
N  2.88998  2.94731  1.71879  0.27
C  1.60443  3.40687  2.23806  -0.69
C  3.20980  1.67809  1.40913  -0.53
Se  2.15595  0.14400  1.69252  0.03
H  6.31562  0.81859  0.52050  0.32
H  4.91874  0.08744  -0.29274  0.28
H  5.21962  -0.24005  1.42815  0.37
H  5.99550  3.20299  0.78605  0.49
H  3.94570  4.82026  1.67423  0.50
H  1.74403  4.39677  2.66209  0.35
H  1.26500  2.72022  3.00863  0.35
H  0.86953  3.45162  1.43725  0.08
N  -1.51030  -1.19168  -0.85993  -0.29
C  -2.13106  -0.75556  -2.10246  0.26
C  -1.66864  -1.25912  -3.30849  -0.18
C  -2.30962  -0.89307  -4.48284  -0.79
C  -3.41205  -0.05000  -4.44139  -0.70
C  -3.86240  0.44820  -3.22718  -0.82
C  -3.21389  0.10830  -2.04858  -0.19
H  -2.22128  -1.13914  -0.13132  0.33
H  -1.29323  -2.18388  -0.95074  0.39
H  -0.82987  -1.94689  -3.33502  0.43
H  -1.96567  -1.29009  -5.42831  0.44
H  -3.92718  0.20967  -5.35615  0.45
H  -4.72872  1.09539  -3.19318  0.47
H  -3.58428  0.47081  -1.09498  0.42

**LUMO**: -9.1 eV
**E**: -236982.23569 eV
**Molecular weight**: 791.1 g/mol
**Relative energy (zero: lowest compared OMol25 entry of this formula, charge and spin)**: 0.00 kcal/mol
**Total charge**: +3